# 1
Entry from the Open Molecules 2025 dataset: 2 unconnected molecules or ions with the total composition C3H6BrNO4 in a non-equilibrium geometry (ωB97M-V with the def2-TZVPD basis set).

Calculated values
Energy relative to the best compared isomer or geometry (same formula, charge and spin): 319.02 kJ/mol
Maximum force: 5.6 eV/Å
Gap between HOMO and LUMO (spin up / spin down): 6.933 / 9.035 eV
HOMO (spin up / spin down): -9.26 / -9.53 eV

```
! RIJCOSX wB97M-V def2-TZVPD def2/J DEFGRID3
* xyz 0 1
Br -2.37 0.62 0.92
O 2.21 -0.53 -0.57
O 1.52 -0.48 1.46
O -0.21 -0.67 -1.48
O -1.89 -1.92 0.11
N 1.25 -0.47 0.25
C -1.15 -0.95 0.67
C 0.62 2.15 0.01
C 0.00 -0.52 -0.17
H 1.45 1.94 0.52
H -0.21 2.63 0.43
H -1.80 -1.88 -0.91
H -0.89 -1.24 1.77
H 0.67 -0.67 -2.00
H 0.81 2.01 -1.02
*
```

# 2
Entry from the Open Molecules 2025 dataset: a molecular structure, C7H11N in a non-equilibrium geometry (ωB97M-V with the def2-TZVPD basis set).

Calculated values
Energy relative to the best compared isomer or geometry (same formula, charge and spin): 447.93 kJ/mol
Maximum force: 5.0 eV/Å
Gap between HOMO and LUMO: 8.331 eV
HOMO: -7.41 eV

```
! RIJCOSX wB97M-V def2-TZVPD def2/J DEFGRID3
* xyz 0 1
N 1.67 1.18 -1.31
C -1.55 1.78 0.04
C 0.90 0.75 -0.41
C -0.36 -1.60 -0.81
C -0.86 0.88 -0.62
C -0.45 -0.32 -1.29
C -0.72 -2.05 0.56
C 1.23 0.68 1.06
H 1.75 -0.26 1.29
H -1.41 -2.90 0.51
H 0.37 0.72 1.72
H 1.88 1.51 1.34
H 2.60 1.42 -0.97
H -2.62 1.87 -0.12
H -1.17 -1.24 1.14
H -0.31 -0.17 -2.35
H -0.06 -2.36 -1.53
H 0.15 -2.43 1.11
H -1.06 2.55 0.64
*
```

# 3
Entry from the Open Molecules 2025 dataset: a molecular structure, C12H18HfN8O3S5 in a non-equilibrium geometry (ωB97M-V with the def2-TZVPD basis set).

Calculated values
Energy relative to the best compared isomer or geometry (same formula, charge and spin): 103.35 kJ/mol
Maximum force: 3.4 eV/Å
Gap between HOMO and LUMO: 5.467 eV
HOMO: -11.74 eV

```
! RIJCOSX wB97M-V def2-TZVPD def2/J DEFGRID3
* xyz 2 1
Hf -0.35 -1.12 -1.05
S 0.27 -3.37 -0.12
S -2.57 -5.05 -2.95
S -1.33 -2.33 -2.96
S -3.06 -7.79 -1.92
S -1.22 -5.93 -0.52
O -0.32 -0.91 2.28
O -1.86 -0.26 -0.19
O -2.65 1.73 0.44
N -2.64 3.22 3.44
N 3.37 -4.24 -1.14
N 3.77 -1.97 -1.46
N -0.57 0.93 -2.19
N 1.68 -0.74 -1.43
N 5.50 -3.43 -1.53
N -0.54 3.43 2.45
N -0.74 2.66 4.61
C 2.65 -1.42 -1.41
C 4.20 -3.23 -1.37
C -0.13 4.08 0.04
C -2.33 -6.35 -1.81
C -0.64 1.67 -0.90
C -0.74 3.19 -1.06
C -0.92 4.32 1.34
C -1.49 -3.89 -2.20
C 0.21 -0.69 1.33
C -0.86 -4.31 -1.07
C -1.32 3.11 3.49
C -1.84 1.05 -0.14
H -3.19 2.92 4.23
H -3.11 3.23 2.55
H 0.28 1.43 -0.34
H -0.72 5.34 1.67
H -1.98 4.24 1.15
H -1.78 3.47 -1.22
H 3.72 -5.19 -1.06
H 0.24 2.78 4.78
H -1.41 1.11 -2.73
H -0.20 3.44 -1.98
H 2.39 -4.08 -0.96
H -0.01 5.06 -0.42
H 0.21 1.26 -2.74
H 0.45 3.41 2.63
H 6.10 -2.64 -1.72
H 5.90 -4.35 -1.52
H 0.88 3.73 0.29
H -1.31 2.44 5.41
*
```

# 4
Entry from the Open Molecules 2025 dataset: a molecular structure, C62H55FGeNO9PY in a non-equilibrium geometry (ωB97M-V with the def2-TZVPD basis set).

Calculated values
Energy relative to the best compared isomer or geometry (same formula, charge and spin): 230.84 kJ/mol
Maximum force: 2.6 eV/Å
Gap between HOMO and LUMO: 7.404 eV
HOMO: -9.73 eV

```
! RIJCOSX wB97M-V def2-TZVPD def2/J DEFGRID3
* xyz 1 1
Y -0.54 -1.33 0.41
Ge 0.27 2.08 1.25
P 2.19 0.78 -2.86
F -6.93 -3.39 -1.29
O -2.07 0.66 -1.32
O -1.05 0.66 1.22
O -2.72 -1.49 0.44
O -0.83 -2.34 -1.68
O -0.86 -1.89 2.42
O 0.39 -0.55 -1.31
O 1.62 -0.62 1.12
O -1.84 1.71 3.01
O 0.62 -3.15 0.59
N -5.70 0.79 2.06
C -6.61 -2.38 -0.47
C 3.33 2.53 4.79
C 3.63 0.00 -1.95
C -2.19 5.95 0.16
C 2.80 -0.91 1.36
C -0.18 -4.18 2.56
C 2.76 2.55 2.45
C 2.02 2.16 5.10
C -2.09 5.58 1.50
C 1.08 1.99 4.09
C 1.76 -1.99 -5.93
C 2.16 -0.91 -5.15
C -1.38 4.44 1.85
C 0.01 -1.49 -2.09
C 4.42 1.00 -1.16
C 5.73 0.80 -1.24
C 1.60 -5.23 1.05
C -0.25 -5.39 3.30
C 3.93 3.58 -6.13
C 3.02 1.78 -4.17
C 0.64 -4.12 1.38
C 6.61 -1.64 -1.48
C -1.77 -4.39 4.85
C 4.82 2.98 -5.26
C -3.60 -0.76 0.93
C -1.03 -5.51 4.41
C -6.76 1.62 2.72
C -2.04 0.94 2.09
C 0.64 -1.60 -3.43
C 4.70 -0.77 -2.76
C -8.48 0.21 1.57
C -6.28 3.04 2.99
C -0.85 4.06 -0.47
C -8.01 1.63 1.85
C -5.01 -1.04 0.65
C 0.24 -2.67 -4.22
C -3.36 0.36 1.78
C 0.80 -2.87 -5.47
C 1.62 -0.68 -3.88
C 4.37 2.09 -4.29
C 4.32 -2.11 -2.11
C 3.25 -0.80 2.79
C 3.70 2.72 3.46
C -1.56 5.20 -0.82
C -0.92 -3.04 3.01
C -2.61 0.33 -2.60
C 1.45 2.18 2.76
C -7.65 -1.64 0.09
C -7.37 -0.59 0.94
C 6.01 -2.24 -0.21
C 6.07 -0.37 -2.15
C 3.34 -1.37 -1.14
C -5.31 -2.11 -0.21
C 4.99 -1.67 0.68
C -1.71 -3.20 4.17
C 2.57 3.29 -6.02
C 2.13 2.42 -5.05
C 5.60 -2.73 -1.57
C -4.42 1.05 2.31
C -6.03 -0.28 1.22
C -0.76 3.66 0.87
C 3.74 -1.35 0.31
H 3.06 2.70 1.42
H -1.62 5.50 -1.86
H -2.74 6.84 -0.11
H -7.79 2.14 0.91
H 5.09 1.63 -3.62
H -2.39 -4.47 5.73
H 4.72 3.01 3.22
H 5.88 3.20 -5.33
H 4.66 -0.70 -3.85
H 2.91 -0.24 -5.54
H -0.34 3.49 -1.24
H 2.22 -4.91 0.21
H 5.86 -3.75 -1.85
H 6.50 1.38 -0.74
H -2.27 -2.33 4.51
H 1.86 3.76 -6.70
H -2.56 6.18 2.27
H 3.63 -1.76 3.15
H 1.74 2.02 6.13
H -3.19 -0.58 -2.48
H -4.50 -2.69 -0.64
H 4.29 4.27 -6.89
H 2.21 -2.13 -6.91
H -3.25 1.12 -2.98
H -9.35 0.21 0.92
H 6.73 -2.85 0.32
H 5.27 -1.61 1.73
H 1.05 -6.13 0.75
H 3.78 -2.80 -2.76
H -1.35 1.28 -1.45
H 2.33 -1.73 -1.21
H -0.51 -3.35 -3.82
H -1.30 4.15 2.90
H 4.06 2.66 5.58
H -7.01 1.14 3.66
H 2.41 -0.49 3.40
H 7.67 -1.84 -1.60
H 0.49 -3.71 -6.08
H -8.67 -1.90 -0.14
H -8.78 2.20 2.36
H 1.06 2.21 -4.97
H 0.07 1.71 4.34
H 0.31 -6.25 2.95
H -5.62 3.11 3.86
H -5.76 3.45 2.12
H -7.15 3.67 3.19
H -4.21 1.88 2.97
H 2.22 -5.48 1.91
H 3.94 1.77 -0.55
H -1.82 0.14 -3.33
H -8.79 -0.26 2.51
H 0.99 1.66 -0.02
H 6.80 -0.06 -2.91
H 4.05 -0.06 2.89
H -1.08 -6.44 4.96
*
```

# 5
Entry from the Open Molecules 2025 dataset: 2 unconnected molecules or ions with the total composition C3HNO3 in a non-equilibrium geometry (ωB97M-V with the def2-TZVPD basis set).

Calculated values
Energy relative to the best compared isomer or geometry (same formula, charge and spin): 411.36 kJ/mol
Maximum force: 3.4 eV/Å
Gap between HOMO and LUMO (spin up / spin down): 9.607 / 4.782 eV
HOMO (spin up / spin down): -10.27 / -8.23 eV

```
! RIJCOSX wB97M-V def2-TZVPD def2/J DEFGRID3
* xyz 0 1
O 0.67 -1.49 -1.74
O -1.60 2.35 -0.74
O -0.13 -1.86 1.79
N 0.83 -0.18 0.24
C -0.59 2.23 -0.19
C 0.32 -1.31 0.82
C 0.64 -1.19 -0.60
H -0.14 1.44 0.42
*
```

# 6
Entry from the Open Molecules 2025 dataset: a single C5H6O molecule (ωB97M-V with the def2-TZVPD basis set).

Calculated values
Energy relative to the best compared isomer or geometry (same formula, charge and spin): 192.39 kJ/mol
Maximum force: 0.9 eV/Å
Structure (SMILES): C#CCCC=O
Gap between HOMO and LUMO: 10.768 eV
HOMO: -9.89 eV

```
! RIJCOSX wB97M-V def2-TZVPD def2/J DEFGRID3
* xyz 0 1
O -2.58 -0.01 -0.81
C 2.82 0.14 -0.08
C 1.66 0.34 -0.34
C -0.60 -0.11 0.55
C 0.26 0.18 -0.69
C -2.08 -0.24 0.26
H -0.50 0.70 1.30
H -0.26 -1.01 1.08
H 3.82 0.19 0.27
H 0.36 -0.64 -1.40
H -0.19 1.00 -1.27
H -2.70 -0.54 1.13
*
```

# 7
Entry from the Open Molecules 2025 dataset: a single C14H17N3O3S molecule in a non-equilibrium geometry (ωB97M-V with the def2-TZVPD basis set).

Calculated values
Energy relative to the best compared isomer or geometry (same formula, charge and spin): 159.06 kJ/mol
Maximum force: 1.8 eV/Å
Structure (SMILES): CC(C)COC(=O)Nc1nnc(COc2ccccc2)s1
Gap between HOMO and LUMO: 9.048 eV
HOMO: -8.46 eV

```
! RIJCOSX wB97M-V def2-TZVPD def2/J DEFGRID3
* xyz 0 1
S -0.45 1.58 -0.81
O 2.17 1.17 -0.82
O 3.44 0.83 1.03
O -4.49 1.75 -0.54
N -1.02 1.45 1.69
N 1.26 1.13 1.26
N -2.17 1.70 1.09
C 2.30 1.05 0.37
C -4.76 0.45 -0.24
C -4.33 -1.91 -0.17
C -5.99 0.22 0.38
C 5.06 -0.81 0.20
C -3.93 -0.63 -0.51
C -2.09 1.79 -0.19
C -5.55 -2.13 0.44
C -0.03 1.37 0.87
C -3.24 2.07 -1.10
C -6.38 -1.06 0.71
C 4.63 0.66 0.25
C 6.41 -0.91 -0.50
C 4.02 -1.66 -0.51
H 3.86 -1.30 -1.53
H 5.39 1.27 0.73
H 3.07 -1.64 0.01
H -3.08 1.55 -2.06
H -6.62 1.07 0.58
H 7.16 -0.32 0.02
H 1.44 1.02 2.25
H 4.44 1.03 -0.76
H -3.29 3.15 -1.30
H 5.16 -1.16 1.23
H -3.67 -2.74 -0.39
H 6.34 -0.55 -1.52
H -5.85 -3.14 0.70
H 4.35 -2.70 -0.57
H 6.75 -1.94 -0.52
H -2.97 -0.49 -0.99
H -7.33 -1.22 1.19
*
```

# 8
Entry from the Open Molecules 2025 dataset: a molecular structure, C35H34F12MoN3O2SbSe5 (ωB97M-V with the def2-TZVPD basis set).

Calculated values
Energy relative to the best compared isomer or geometry (same formula, charge and spin): 123.45 kJ/mol
Maximum force: 0.6 eV/Å
Gap between HOMO and LUMO (spin up / spin down): 4.838 / 5.625 eV
<S²>: 2.35
HOMO (spin up / spin down): -1.06 / -1.84 eV

```
! RIJCOSX wB97M-V def2-TZVPD def2/J DEFGRID3
* xyz -2 3
Sb -0.66 -3.08 -3.13
Mo -0.51 -0.23 0.20
Se -1.45 -0.83 -2.25
Se -2.24 -3.87 -4.81
Se -0.05 -4.50 -1.23
Se -3.06 0.88 0.04
Se -1.34 -2.16 1.04
F 0.42 2.08 4.21
F 2.88 3.33 -1.79
F -0.72 2.20 -3.35
F -0.81 -0.42 4.17
F 0.93 3.59 -3.46
F 2.65 2.20 0.02
F 2.53 1.58 4.31
F 1.47 3.97 -0.28
F 0.58 -1.99 3.64
F 1.74 2.52 2.55
F 1.11 -0.54 5.14
F -0.61 3.86 -1.99
O -0.08 1.69 -0.63
O 0.09 0.59 1.96
N 1.47 -0.48 -0.14
N -2.30 3.60 0.69
N -3.49 3.40 -1.14
C 2.32 -0.42 2.18
C -3.10 7.08 -1.34
C 1.90 0.83 -3.59
C 1.79 -0.37 -1.51
C 1.97 2.88 -0.90
C 2.60 -1.44 -3.53
C -2.32 7.21 -0.19
C -2.46 4.87 0.17
C -5.98 1.43 -3.26
C 0.12 2.91 -2.60
C -2.40 3.74 3.14
C 2.48 -0.60 0.78
C -5.42 0.02 -3.12
C 1.08 0.24 2.81
C 0.48 -0.69 3.94
C 2.42 -0.27 -4.25
C -3.24 4.74 -0.99
C -1.59 3.31 1.93
C -3.49 1.53 3.79
C 1.55 0.81 -2.24
C 3.80 -0.92 0.37
C -4.03 2.75 -2.32
C 0.86 2.01 -1.55
C -5.50 2.38 -2.16
C 2.29 -1.49 -2.18
C 5.68 -1.56 3.60
C -3.71 2.96 3.32
C -3.57 5.84 -1.76
C -2.93 2.71 -0.11
C 4.82 -1.19 1.25
C -1.99 6.11 0.58
C 2.69 -0.22 -5.73
C 3.36 -0.75 3.05
C 4.61 -1.17 2.62
C 1.47 1.60 3.48
H 6.68 -1.43 3.17
H -3.03 1.52 4.78
H -1.35 2.25 1.93
H 3.03 0.77 -6.03
H 4.01 -0.96 -0.69
H -3.34 7.96 -1.93
H -2.61 4.81 3.08
H 1.73 1.73 -4.17
H 1.79 -0.45 -6.30
H 2.39 -2.41 -1.62
H -4.16 5.74 -2.66
H 3.45 -0.94 -6.01
H -7.08 1.40 -3.24
H 2.96 -2.34 -4.02
H -5.71 1.85 -4.24
H -2.84 0.98 3.11
H -5.63 1.90 -1.19
H 5.63 -0.95 4.51
H -1.96 8.19 0.10
H -6.11 3.30 -2.15
H 3.20 -0.66 4.11
H -5.69 -0.40 -2.15
H -4.34 -0.02 -3.19
H -1.77 3.59 4.02
H 5.59 -2.61 3.91
H -3.43 1.86 -2.50
H -4.26 2.96 2.37
H -4.34 3.49 4.04
H -5.82 -0.64 -3.90
H 5.80 -1.45 0.85
H -3.88 3.43 -3.17
H -0.63 3.83 1.89
H -4.43 0.99 3.85
H -1.37 6.20 1.47
*
```

# 9
Entry from the Open Molecules 2025 dataset: a single C4H5NO3 molecule in a non-equilibrium geometry (ωB97M-V with the def2-TZVPD basis set).

Calculated values
Energy relative to the best compared isomer or geometry (same formula, charge and spin): 191.07 kJ/mol
Maximum force: 3.9 eV/Å
Structure (SMILES): Nc1oc(O)cc1O
Gap between HOMO and LUMO: 8.353 eV
HOMO: -7.67 eV

```
! RIJCOSX wB97M-V def2-TZVPD def2/J DEFGRID3
* xyz 0 1
O 1.56 2.04 1.26
O 0.03 1.23 -0.25
O -0.51 -2.26 0.46
N -1.34 -0.18 -1.68
C 0.85 1.01 0.87
C 0.79 -0.26 1.35
C -0.08 -0.95 0.45
C -0.50 -0.06 -0.57
H -2.28 0.15 -1.48
H -1.08 -0.22 -2.61
H -0.81 -2.46 -0.45
H 1.57 -0.62 2.09
H 1.81 2.57 0.55
*
```

# 10
Entry from the Open Molecules 2025 dataset: a molecular structure, C34H30CdF6N3O2P2 in a non-equilibrium geometry (ωB97M-V with the def2-TZVPD basis set).

Calculated values
Energy relative to the best compared isomer or geometry (same formula, charge and spin): 64.30 kJ/mol
Maximum force: 1.1 eV/Å
Gap between HOMO and LUMO (spin up / spin down): 7.476 / 4.364 eV
<S²>: 0.78
HOMO (spin up / spin down): -7.68 / -7.63 eV

```
! RIJCOSX wB97M-V def2-TZVPD def2/J DEFGRID3
* xyz 0 2
Cd -0.83 0.30 0.58
P -4.16 0.60 0.52
P -0.89 0.87 -2.34
F -5.27 -0.43 0.02
F -5.19 1.42 1.40
F -3.80 -0.35 1.78
F -3.01 -0.23 -0.37
F -4.41 1.54 -0.75
F -2.93 1.62 0.98
O 0.93 1.41 0.06
O -0.26 -1.35 -0.79
N -0.37 1.14 2.57
N 2.12 -0.21 -2.28
N -1.12 -1.39 1.97
C 0.54 1.95 2.95
C -1.85 4.63 -1.15
C 1.68 2.24 0.70
C 2.46 3.42 2.70
C -1.63 -3.04 0.25
C 3.58 3.77 0.63
C -3.25 -0.35 -3.34
C 2.72 2.90 0.00
C 1.32 2.54 -5.32
C -1.26 0.52 3.53
C -3.27 -1.82 -5.25
C -2.82 2.85 -3.05
C -3.38 4.10 -2.93
C -1.76 2.47 -2.22
C 3.47 4.03 2.00
C 0.56 1.30 -3.38
C -1.28 3.38 -1.27
C -1.87 -0.14 -3.50
C -2.91 5.00 -1.97
C -1.91 -1.60 -5.43
C -0.88 -3.21 -2.06
C 2.58 1.97 -5.18
C -0.91 -2.46 -0.85
C -1.66 -2.48 1.59
C 2.84 1.08 -4.15
C -1.22 -0.78 -4.56
C 0.33 2.21 -4.42
C 1.83 0.72 -3.23
C 1.55 2.54 2.10
C -3.93 -1.18 -4.21
C -1.57 -4.39 -2.20
C -2.31 -4.24 0.07
C -2.31 -4.90 -1.14
C -1.19 -1.01 3.38
H -2.87 -5.83 -1.25
H 4.15 4.71 2.49
H 0.60 2.22 4.01
H -0.46 3.09 -0.63
H -0.28 -2.82 -2.87
H 3.82 0.65 -4.04
H -3.81 -2.48 -5.92
H 3.08 -0.42 -2.10
H -1.47 5.32 -0.41
H -3.37 5.97 -1.86
H -2.18 -3.10 2.33
H -1.02 0.80 4.56
H -2.05 -1.47 3.87
H -3.20 2.16 -3.79
H -2.85 -4.66 0.91
H -2.28 0.85 3.32
H 1.49 -0.29 -1.49
H -0.65 2.66 -4.52
H 2.81 2.70 -1.06
H 3.37 2.21 -5.88
H -1.39 -2.08 -6.25
H -5.00 -1.33 -4.07
H -3.79 0.14 -2.55
H -0.16 -0.61 -4.72
H 4.36 4.26 0.06
H 1.11 3.22 -6.13
H -1.53 -4.93 -3.14
H -4.20 4.39 -3.57
H 2.35 3.62 3.77
H -0.27 -1.37 3.85
*
```

- Which formula does entry 8 have?
  C35H34F12MoN3O2SbSe5